Density functional theory data (the ωB97M-V functional and the def2-TZVPD basis) for a 13-piece molecular cluster, C42H116N12O4 overall.

Element x y z (Å)
1 N 4.891 -0.806 -1.948
2 H 5.625 -0.145 -2.158
3 H 4.635 -1.290 -2.798
4 H 4.055 -0.399 -1.553
5 H 5.266 -1.488 -1.304
6 N -3.154 -2.011 -2.068
7 H -3.252 -2.689 -1.326
8 H -3.991 -2.012 -2.633
9 H -2.372 -2.230 -2.669
10 H -2.951 -1.153 -1.576
11 N 1.937 3.915 -3.311
12 H 1.539 3.235 -2.680
13 H 2.889 4.159 -3.077
14 H 1.404 4.771 -3.262
15 H 1.918 3.692 -4.296
16 N 3.775 2.679 -0.327
17 H 3.048 1.979 -0.338
18 H 3.811 3.503 0.256
19 H 3.735 3.193 -1.196
20 H 4.707 2.323 -0.173
21 N -1.884 -4.260 2.367
22 H -2.680 -4.352 2.983
23 H -2.247 -4.429 1.440
24 H -1.172 -4.976 2.365
25 H -1.477 -3.336 2.394
26 N -3.628 -1.428 2.327
27 H -4.036 -2.327 2.538
28 H -4.333 -0.829 1.921
29 H -2.799 -1.597 1.775
30 H -3.397 -1.215 3.287
31 C 0.965 -0.837 0.512
32 C -0.369 -0.804 0.739
33 C -1.237 0.228 -0.026
34 O -2.488 0.066 -0.211
35 C -0.677 1.233 -0.723
36 C 0.730 1.328 -0.940
37 C 1.621 0.171 -0.427
38 O 2.836 0.155 -0.646
39 O 1.227 2.263 -1.490
40 O -0.777 -1.654 1.673
41 H 1.620 -1.504 1.053
42 H -1.267 1.846 -1.387
43 C 0.331 6.876 3.521
44 C 0.327 5.776 2.404
45 N 0.233 4.459 2.995
46 C -0.903 4.134 3.757
47 C -0.514 4.275 5.229
48 C 0.552 3.438 1.956
49 C 0.948 2.110 2.498
50 H -0.677 7.210 3.765
51 H 0.768 7.751 3.040
52 H 0.940 6.558 4.368
53 H -0.407 5.979 1.625
54 H 1.319 5.904 1.971
55 H -1.854 4.556 3.431
56 H -1.189 3.086 3.671
57 H -1.021 5.158 5.619
58 H -0.863 3.471 5.877
59 H 0.548 4.312 5.470
60 H 1.534 3.811 1.664
61 H -0.050 3.463 1.047
62 H 1.571 1.590 1.771
63 H 0.064 1.483 2.620
64 H 1.398 2.211 3.485
65 C 5.487 -2.048 2.573
66 C 5.583 -1.372 1.193
67 N 5.441 -2.391 0.097
68 C 4.107 -3.018 0.144
69 C 3.865 -3.899 -1.071
70 C 6.450 -3.451 0.109
71 C 7.922 -2.955 0.181
72 H 6.133 -2.924 2.641
73 H 4.473 -2.266 2.909
74 H 5.848 -1.437 3.401
75 H 4.711 -0.726 1.085
76 H 6.501 -0.791 1.107
77 H 4.101 -3.556 1.091
78 H 3.378 -2.208 0.119
79 H 2.855 -4.299 -0.975
80 H 3.715 -3.341 -1.995
81 H 4.664 -4.634 -1.168
82 H 6.464 -4.013 -0.826
83 H 6.310 -4.231 0.857
84 H 8.330 -2.406 -0.668
85 H 8.607 -3.783 0.363
86 H 8.157 -2.387 1.081
87 C -6.658 2.745 4.019
88 C -6.058 1.263 3.888
89 N -5.735 0.810 2.468
90 C -4.852 1.720 1.750
91 C -3.514 1.947 2.605
92 C -6.913 0.575 1.729
93 C -6.697 -0.061 0.398
94 H -6.790 3.006 5.069
95 H -7.565 2.930 3.443
96 H -6.022 3.547 3.644
97 H -5.386 1.059 4.721
98 H -6.943 0.648 4.050
99 H -4.552 1.328 0.779
100 H -5.254 2.671 1.399
101 H -2.773 2.185 1.842
102 H -3.600 2.807 3.269
103 H -2.928 1.117 3.000
104 H -7.594 1.416 1.596
105 H -7.482 -0.135 2.330
106 H -6.246 0.672 -0.271
107 H -7.541 -0.497 -0.136
108 H -5.921 -0.822 0.489
109 C -1.410 4.241 -4.103
110 C -1.206 5.642 -3.507
111 N 0.231 5.995 -3.362
112 C 0.446 6.517 -1.973
113 C -0.106 7.967 -1.741
114 C 0.825 6.620 -4.618
115 C 2.329 6.960 -4.484
116 H -1.073 4.203 -5.140
117 H -2.493 4.131 -4.146
118 H -0.915 3.446 -3.545
119 H -1.735 6.363 -4.131
120 H -1.713 5.737 -2.546
121 H 0.151 5.833 -1.177
122 H 1.523 6.599 -1.820
123 H 0.196 8.346 -0.764
124 H 0.125 8.678 -2.534
125 H -1.189 7.896 -1.637
126 H 0.257 7.536 -4.779
127 H 0.796 5.972 -5.493
128 H 2.556 7.428 -5.442
129 H 2.855 6.029 -4.273
130 H 2.730 7.537 -3.651
131 C -0.707 0.216 -4.181
132 C -0.735 -1.149 -4.724
133 N -0.916 -2.233 -3.662
134 C 0.157 -2.138 -2.629
135 C 0.192 -3.373 -1.720
136 C -1.002 -3.511 -4.503
137 C -2.287 -3.695 -5.289
138 H 0.218 0.373 -3.626
139 H -1.609 0.582 -3.692
140 H -0.577 0.910 -5.011
141 H -1.482 -1.254 -5.511
142 H 0.241 -1.246 -5.200
143 H 1.125 -2.192 -3.126
144 H 0.026 -1.265 -1.989
145 H 0.883 -3.164 -0.904
146 H -0.795 -3.444 -1.263
147 H 0.474 -4.287 -2.242
148 H -1.017 -4.341 -3.797
149 H -0.171 -3.780 -5.155
150 H -2.609 -2.833 -5.872
151 H -3.102 -3.903 -4.595
152 H -2.155 -4.496 -6.016
153 C 1.526 -4.786 2.457
154 C 0.973 -6.145 2.957
155 N -0.241 -6.427 2.185
156 C -0.100 -6.508 0.697
157 C 0.917 -7.465 0.189
158 C -0.823 -7.707 2.794
159 C -2.167 -8.056 2.145
160 H 2.167 -4.291 3.188
161 H 0.725 -4.053 2.361
162 H 2.115 -4.993 1.564
163 H 1.804 -6.849 2.910
164 H 0.876 -6.000 4.033
165 H -1.035 -6.670 0.160
166 H 0.098 -5.510 0.306
167 H 0.853 -7.647 -0.884
168 H 1.973 -7.211 0.287
169 H 0.818 -8.459 0.623
170 H -1.151 -7.415 3.792
171 H -0.058 -8.480 2.717
172 H -2.717 -7.154 1.878
173 H -2.858 -8.493 2.867
174 H -2.198 -8.505 1.153

Results
**Gap between HOMO and LUMO**: 5.68 eV
**Total charge**: +4
**E_HOMO**: -15.307 eV
**E_LUMO**: -9.63 eV


Density functional theory data (the ωB97M-V functional and the def2-TZVPD basis) for C42H28BrCl2F4MgP2S as an isolated structure.

Element x y z (Å)
1 Mg -0.071 0.589 0.391
2 F -5.215 -0.943 -4.703
3 C -4.627 -0.764 -3.535
4 C -5.103 -1.399 -2.407
5 F -6.159 -2.193 -2.479
6 C -4.471 -1.181 -1.190
7 F -5.002 -1.766 -0.117
8 C -3.354 -0.367 -1.064
9 P -2.525 -0.157 0.547
10 C -2.572 -1.764 1.361
11 C -3.383 -2.048 2.452
12 C -3.323 -3.301 3.044
13 C -2.469 -4.272 2.543
14 C -1.658 -3.993 1.451
15 C -1.701 -2.738 0.867
16 C -3.538 1.005 1.469
17 C -3.081 1.388 2.730
18 C -3.812 2.293 3.481
19 C -4.988 2.827 2.970
20 C -5.436 2.457 1.710
21 C -4.714 1.544 0.957
22 C -2.902 0.279 -2.221
23 Br -1.440 1.488 -2.209
24 C -3.525 0.082 -3.436
25 F -3.102 0.698 -4.532
26 H -4.059 -1.297 2.842
27 H -3.951 -3.523 3.895
28 H -2.431 -5.248 3.006
29 H -0.990 -4.748 1.059
30 H -1.054 -2.526 0.019
31 H -2.150 0.988 3.120
32 H -3.460 2.590 4.458
33 H -5.554 3.539 3.554
34 H -6.349 2.876 1.312
35 H -5.074 1.258 -0.024
36 Cl 0.661 -0.825 2.393
37 C 1.785 0.341 3.148
38 C 2.654 -0.211 4.062
39 C 3.560 0.630 4.695
40 C 3.580 1.971 4.378
41 C 2.688 2.485 3.447
42 Cl 2.789 4.174 3.078
43 C 1.725 1.697 2.801
44 S 0.557 2.437 1.727
45 H 2.624 -1.269 4.274
46 H 4.253 0.234 5.424
47 H 4.285 2.645 4.843
48 C 1.709 -3.588 -3.868
49 C 0.525 -3.030 -3.405
50 C 0.562 -1.892 -2.612
51 C 1.780 -1.305 -2.284
52 C 2.965 -1.867 -2.756
53 C 2.928 -3.008 -3.543
54 P 1.780 0.199 -1.284
55 C 1.895 1.594 -2.440
56 C 1.487 2.846 -1.964
57 C 1.535 3.949 -2.799
58 C 1.982 3.814 -4.107
59 C 2.391 2.576 -4.577
60 C 2.353 1.463 -3.748
61 C 3.292 0.153 -0.284
62 C 3.986 1.312 0.046
63 C 5.037 1.258 0.950
64 C 5.409 0.050 1.520
65 C 4.721 -1.111 1.190
66 C 3.661 -1.059 0.300
67 H 1.682 -4.477 -4.484
68 H -0.423 -3.480 -3.664
69 H -0.375 -1.459 -2.264
70 H 3.915 -1.411 -2.507
71 H 3.852 -3.440 -3.902
72 H 1.159 2.952 -0.932
73 H 1.220 4.915 -2.428
74 H 2.013 4.675 -4.760
75 H 2.745 2.474 -5.594
76 H 2.665 0.498 -4.124
77 H 3.707 2.266 -0.383
78 H 5.565 2.168 1.204
79 H 6.231 0.011 2.221
80 H 5.005 -2.057 1.631
81 H 3.125 -1.970 0.060

Results
**Gap between HOMO and LUMO**: 7.73 eV
**Total charge**: +1
**E_HOMO**: -10.299 eV
**E_LUMO**: -2.57 eV


Density functional theory data (the ωB97M-V functional and the def2-TZVPD basis) for C42H28Cl5N6O3SZr as an isolated structure.

Element x y z (Å)
1 Zr 1.242 0.697 -0.076
2 C 1.771 5.100 -1.201
3 C 1.621 5.737 0.025
4 C 1.266 4.997 1.139
5 C 1.060 3.620 1.027
6 C 1.214 2.949 -0.197
7 C 1.581 3.731 -1.297
8 C 0.725 2.813 2.233
9 C 0.401 3.431 3.467
10 C 0.167 2.673 4.565
11 C 0.229 1.263 4.476
12 C -0.009 0.433 5.596
13 C 0.011 -0.925 5.469
14 C 0.283 -1.497 4.209
15 C 0.527 -0.712 3.116
16 C 0.506 0.698 3.222
17 N 0.753 1.491 2.116
18 H 2.054 5.672 -2.076
19 H 1.787 6.802 0.114
20 H 1.170 5.508 2.087
21 H 1.714 3.264 -2.265
22 H 0.327 4.505 3.522
23 H -0.076 3.136 5.514
24 H -0.199 0.899 6.556
25 H -0.172 -1.559 6.326
26 H 0.317 -2.575 4.105
27 H 0.773 -1.183 2.177
28 Cl 3.529 -3.666 -5.676
29 C 2.741 -2.775 -4.417
30 C 1.564 -3.288 -3.851
31 C 0.900 -2.597 -2.871
32 Cl -0.582 -3.229 -2.226
33 C 1.377 -1.360 -2.375
34 O 0.697 -0.696 -1.502
35 C 2.579 -0.884 -2.945
36 C 3.194 0.312 -2.473
37 O 2.844 0.969 -1.478
38 C 3.241 -1.586 -3.975
39 H 1.177 -4.238 -4.194
40 H 4.075 0.669 -3.016
41 H 4.151 -1.183 -4.401
42 Cl 6.722 -1.931 4.259
43 C 5.424 -1.624 3.154
44 C 5.138 -0.319 2.785
45 C 4.091 -0.116 1.910
46 Cl 3.689 1.491 1.358
47 C 3.316 -1.149 1.393
48 O 2.292 -0.894 0.578
49 C 3.649 -2.443 1.777
50 Cl 2.718 -3.765 1.153
51 C 4.692 -2.688 2.654
52 H 5.721 0.508 3.163
53 H 4.931 -3.701 2.944
54 N -7.111 -5.716 2.330
55 C -6.381 -4.885 2.024
56 C -5.462 -3.837 1.640
57 C -4.296 -3.638 2.374
58 C -3.434 -2.610 2.031
59 C -3.742 -1.805 0.946
60 C -4.891 -2.005 0.198
61 C -5.759 -3.024 0.550
62 N -2.868 -0.730 0.596
63 C -3.213 0.607 0.456
64 C -2.055 1.274 0.256
65 N -1.005 0.375 0.292
66 C -1.533 -0.814 0.494
67 H -4.079 -4.276 3.219
68 H -2.537 -2.422 2.609
69 H -5.096 -1.377 -0.660
70 H -6.660 -3.198 -0.020
71 H -4.235 0.938 0.514
72 H -1.893 2.324 0.080
73 H -1.000 -1.751 0.509
74 C -2.509 3.028 -5.242
75 N -2.234 1.602 -5.148
76 C -2.685 0.629 -6.032
77 C -2.211 -0.554 -5.605
78 N -1.476 -0.285 -4.463
79 C -1.481 1.039 -4.176
80 S -0.722 1.811 -2.886
81 H -2.904 3.236 -6.232
82 H -1.588 3.582 -5.081
83 H -3.231 3.328 -4.484
84 H -3.301 0.871 -6.879
85 H -2.325 -1.545 -6.005
86 H -0.994 -0.955 -3.886

Results
**Gap between HOMO and LUMO**: 6.69 eV
**Total charge**: +1
**E_HOMO**: -9.984 eV
**E_LUMO**: -3.29 eV